1.
55
Properties=species:S:1:pos:R:3:mulliken_charge:R:1 method="wB97M-V/def2-TZVPD" gap_ev=8.9348 multiplicity=1 e_lumo_ev=0.17 homo_ha=-0.3223 fmax_ev_per_a=5.925
F -25.128 23.465 -0.634 -0.221
C -31.760 23.527 -2.972 -0.843
H -26.242 24.839 -5.121 0.227
H -28.322 23.450 -5.408 -0.527
H -24.575 27.300 -5.518 0.387
F -26.583 23.247 -2.239 -0.202
C -29.931 21.936 -3.026 -0.872
H -26.893 26.768 -6.437 0.446
F -29.832 25.654 0.641 -0.203
C -26.287 26.698 -4.344 1.071
N -31.411 25.617 -4.331 -0.453
H -31.840 25.142 -5.113 0.234
O -30.407 23.283 -3.082 0.282
H -29.042 27.261 -7.515 0.325
N -26.326 25.255 -4.204 -0.464
H -29.573 24.328 -6.310 -0.393
H -34.068 24.689 -4.138 0.405
N -28.139 25.598 -1.695 -0.179
S -26.931 25.532 -0.732 0.710
C -26.412 23.674 -0.993 0.608
F -31.277 26.701 -0.556 -0.254
H -25.532 24.966 -3.649 0.212
C -29.345 27.638 -6.539 -0.837
H -26.645 27.138 -3.413 -0.282
H -24.265 26.429 -4.000 0.395
F -30.191 27.764 0.924 -0.228
H -29.365 28.707 -6.326 0.306
C -30.130 26.796 0.033 0.701
S -28.804 27.145 -1.354 0.773
O -27.911 28.174 -0.753 -0.610
C -24.902 27.167 -4.486 -1.671
H -31.815 26.538 -4.422 0.317
H -33.801 26.323 -3.470 0.466
H -31.702 25.520 -2.283 -0.571
C -32.085 25.049 -3.188 0.858
F -27.267 22.891 -0.273 -0.240
C -33.576 25.263 -3.352 -1.626
B -29.093 23.374 -6.160 1.579
H -32.241 22.867 -3.694 0.458
O -29.516 27.565 -2.570 -0.603
Pb -28.960 25.130 -3.956 0.519
O -28.625 26.949 -5.437 0.141
H -30.365 27.270 -6.422 0.164
O -25.737 26.257 -1.151 -0.633
H -27.056 28.296 -5.481 0.386
H -29.911 22.711 -5.926 -0.354
H -32.009 23.193 -1.965 0.415
C -27.217 27.218 -5.499 -0.905
H -28.588 22.976 -7.026 -0.235
H -28.866 21.906 -2.794 0.139
H -24.786 28.105 -3.943 0.383
H -30.025 21.425 -3.984 0.332
H -30.381 21.485 -2.141 0.358
H -34.132 25.021 -2.446 0.419
O -27.297 25.584 0.681 -0.614

***

2.
63
Properties=species:S:1:pos:R:3:mulliken_charge:R:1 method="wB97M-V/def2-TZVPD" gap_ev="7.0641 / 6.5779" s2=2.02 multiplicity=3 e_lumo_ev="-6.28 / -6.89" homo_ha="-0.4902 / -0.4949" fmax_ev_per_a=0.193 charge=+2
H -0.098 0.384 4.783 0.468
Mo -0.253 -0.248 0.178 -1.035
C 1.907 -0.107 0.357 0.783
H 2.934 2.372 -3.354 0.482
H 2.706 -4.163 -1.750 0.490
C 1.952 2.365 -2.904 -1.109
H -4.870 -4.634 0.675 0.461
N 0.446 -1.441 1.970 -0.263
C -1.829 1.901 -1.358 -0.606
C -0.512 2.145 -1.784 0.338
Br 0.457 -2.333 -1.292 0.137
H 6.053 -2.130 -0.010 0.470
C -0.281 0.161 3.731 -0.580
H -1.005 5.184 -3.229 0.448
H -1.266 -0.316 3.690 0.255
H -3.820 0.527 -1.785 0.570
H -0.923 2.204 3.517 0.470
H 2.319 0.513 -1.878 0.426
C 1.595 1.289 -2.076 -0.109
C 3.887 1.078 1.151 -1.502
H -3.251 4.815 -2.290 0.439
C 4.484 -3.269 -0.880 -0.739
H -0.728 2.263 1.131 0.312
C -4.495 -3.690 0.300 -0.412
H 5.127 -4.081 -1.187 0.439
C 4.163 -1.113 0.182 0.646
C 4.993 -2.188 -0.224 -1.060
N 0.416 1.182 -1.486 0.826
C -0.217 3.302 -2.519 0.991
C 1.074 3.396 -3.085 -0.738
H -0.362 -2.047 2.107 0.498
N -2.013 0.588 -0.838 0.226
C -3.554 -1.279 -0.669 0.263
H 5.764 0.082 0.998 0.452
H -5.276 -1.310 -1.974 0.521
H 1.891 1.854 1.205 0.742
C 2.316 -2.300 -0.785 0.820
H 1.225 -2.033 1.692 0.210
O -1.746 -1.426 0.889 -0.048
C -3.134 -0.004 -1.127 -0.043
H 4.302 1.969 1.604 0.470
C -1.233 4.276 -2.687 -0.867
H -3.806 2.689 -1.157 0.674
H 1.344 4.264 -3.673 0.476
C -2.849 -1.939 0.351 0.124
C -0.300 1.483 2.988 -0.831
H -1.835 1.209 1.660 0.407
C -4.738 -1.835 -1.196 -0.777
H 0.947 -1.586 4.003 0.468
C 2.765 -1.167 -0.066 1.295
C -2.482 4.065 -2.173 -0.987
N -0.828 1.359 1.594 -0.173
C 4.699 0.037 0.812 -0.825
Br -6.756 -3.810 -1.422 -0.128
C -5.196 -3.037 -0.722 -0.390
H -2.818 -3.660 1.632 0.474
H 0.704 1.899 2.931 0.384
C -2.798 2.854 -1.517 -0.408
C 3.107 -3.328 -1.192 -0.844
C 2.493 0.996 0.925 -0.273
H 1.748 -0.282 3.134 0.346
C 0.797 -0.799 3.262 -0.712
C -3.346 -3.152 0.836 -0.840

***

3.
90
Properties=species:S:1:pos:R:3:mulliken_charge:R:1 method="wB97M-V/def2-TZVPD" gap_ev=4.6364 multiplicity=1 e_lumo_ev=-17.28 homo_ha=-0.8054 fmax_ev_per_a=2.826 charge=+6
C -3.308 2.097 -3.216 1.024
H -2.560 6.347 -1.487 0.466
H 3.611 1.207 2.538 0.462
H 0.941 -5.927 -2.538 0.440
H 1.124 1.068 6.092 0.441
C 4.221 -1.058 -4.609 -0.406
C -2.901 5.333 -1.323 -0.430
N 3.819 0.210 -4.738 0.039
C 1.023 -1.085 6.472 -0.532
H 1.542 -4.037 -4.016 0.709
C -3.400 1.543 -5.566 -0.486
C 1.379 -3.875 -2.958 -0.696
H 2.048 -1.370 6.194 0.285
H 1.615 -1.532 -0.538 0.689
H -3.495 1.788 -6.618 0.514
H 0.661 -2.999 8.579 0.363
H -0.621 -5.623 0.496 0.359
H -3.383 -1.742 -5.993 0.333
C 3.516 -1.988 -3.869 -0.614
H 2.701 -0.170 1.880 0.075
H 1.420 -2.049 9.767 0.400
H 0.718 -3.469 0.800 0.884
N 0.700 -4.717 -0.859 0.074
C -3.918 2.841 -0.890 -0.729
C -3.398 2.476 -4.559 -0.719
H 3.887 -3.003 -3.820 0.565
Cu -2.614 -0.875 1.822 0.583
H -4.416 6.600 0.835 0.368
C -3.150 -0.173 -4.011 -0.049
C -3.022 0.730 -2.966 -0.278
H -3.494 3.534 -4.762 0.508
C 2.672 0.662 2.584 -0.554
C 1.008 -0.884 7.990 -0.423
H 4.002 1.987 -5.867 0.336
C 2.785 0.632 -3.978 -0.293
H 5.168 0.679 -6.293 0.324
N 0.942 0.140 4.204 0.252
H 0.955 1.263 1.362 -0.112
H 2.835 0.878 4.735 0.479
O -1.301 -0.457 0.069 -0.064
H 5.422 1.594 -4.852 0.388
Cu -2.497 -2.167 -0.458 0.557
C 0.399 -1.156 3.626 -0.625
H -0.625 -1.179 4.007 0.345
C 0.648 0.167 5.708 -0.818
C 0.280 -5.902 -0.045 -0.756
C 0.470 1.354 3.438 -0.542
C 0.979 -4.916 -2.153 -0.245
C 1.380 -2.183 8.685 -1.422
C 0.844 -3.504 -0.273 -1.287
C 4.635 1.191 -5.493 -0.791
H -2.971 -1.232 -3.894 0.320
C -2.934 4.434 -2.371 -0.715
N -3.406 5.013 -0.134 0.019
H -2.607 6.708 0.841 0.382
H -0.501 -0.150 0.516 -0.051
H -4.022 -0.425 -7.090 0.374
H -2.262 -0.724 -6.885 0.366
H -4.283 1.841 -0.702 0.611
H 0.438 -1.970 6.211 0.386
C 2.356 -1.593 -3.203 0.590
H 0.549 2.153 4.175 0.471
H -0.436 0.319 5.761 0.495
H 2.642 1.704 -3.966 0.460
C 1.375 -2.469 -1.024 -0.283
H -4.400 3.629 1.058 0.496
H -3.472 5.556 1.896 0.338
H 1.055 -1.934 3.995 0.388
H 5.028 -1.401 -5.248 0.400
C 1.464 1.554 2.293 -0.219
N -3.235 0.249 -5.288 0.031
H 0.356 -1.041 2.541 -0.086
C -3.474 6.063 0.935 -0.869
H 1.650 2.610 2.106 0.477
H 0.007 -0.571 8.300 0.343
C 1.641 -2.626 -2.394 0.551
H -0.561 1.137 3.160 0.296
C 2.017 -0.240 -3.238 -0.739
H 1.692 -0.099 8.316 0.383
C -3.241 -0.751 -6.411 -0.838
H -2.953 0.223 -1.981 -0.195
H 0.129 -6.739 -0.716 0.278
C -3.956 3.805 0.089 -0.437
H 2.366 -2.545 8.389 0.365
H 1.039 -6.160 0.694 0.383
C 2.449 0.168 4.001 -0.818
H 1.178 0.159 -2.682 0.577
C -3.391 3.136 -2.149 1.096
H -2.499 4.691 -3.326 0.439
H 2.924 -0.765 4.294 0.543

***

4.
43
Properties=species:S:1:pos:R:3:mulliken_charge:R:1 method="wB97M-V/def2-TZVPD" gap_ev=6.2860 multiplicity=1 e_lumo_ev=-0.91 homo_ha=-0.2645 fmax_ev_per_a=4.627
O -3.250 -1.725 -5.260 -0.541
O -2.932 1.098 0.331 -0.343
C 7.220 0.213 -1.088 -0.642
C 4.912 -1.311 2.959 -0.707
N -3.879 0.803 -2.945 -0.809
C -4.844 -1.245 -2.910 -0.423
C 3.645 -1.081 2.515 -0.728
H 1.899 0.166 -0.363 0.420
N -3.232 -0.564 -4.802 0.915
N -4.762 0.687 -1.914 0.789
H -4.677 2.735 -1.330 0.328
Br -5.340 -3.074 -3.233 -0.118
N -0.244 0.172 1.123 -0.216
C 6.097 -0.931 2.163 -0.611
C -4.254 1.479 0.319 0.698
C 2.067 -0.189 0.665 0.069
H 5.122 -1.688 3.955 0.328
H 6.785 1.232 -1.187 0.264
C -5.009 1.757 -0.926 -1.016
C -3.920 -0.337 -3.599 0.525
H 6.613 -0.464 -1.674 0.290
O -2.666 0.388 -5.344 -0.531
H 7.055 -1.115 2.601 0.412
C -5.337 -0.565 -1.893 -0.240
H -6.067 1.811 -0.736 0.455
H -3.827 0.557 3.452 0.469
H -6.057 -0.911 -1.156 0.444
H 1.239 -0.547 2.442 0.278
O 7.168 -0.156 0.278 -0.423
C 4.590 -0.156 0.315 0.733
H -0.377 0.710 0.265 0.296
H 8.217 0.221 -1.509 0.237
H 2.799 -1.344 3.161 0.223
N 1.059 -0.316 1.470 -0.091
C -4.832 1.392 1.556 -0.777
O -1.141 -0.355 3.131 -0.687
C -3.776 0.840 2.413 -0.377
C 3.417 -0.511 1.158 0.541
C -1.328 0.162 2.017 0.239
H -5.839 1.508 1.874 0.454
O 4.377 0.411 -0.752 -0.718
C -2.652 0.661 1.590 0.404
C 5.960 -0.416 0.869 0.189

***

Computed energy (eV) in order:
-71440.797, -180432.215, -133723.139, -107626.335
Computed energy above the lowest of the compared OMol25 structures with the same formula, charge and spin (kcal/mol) in order:
0.0, 1.5, 39.2, 8.5